# 1
# C9H7NO

2 unconnected molecules or ions with the total composition C9H7NO in a non-equilibrium geometry (wB97M-V/def2-TZVPD, OMol25).

Properties
Highest occupied orbital energy, eV: -8.981
HOMO-LUMO gap, eV: 9.9
Largest force on an atom, eV Å⁻¹: 3.34
Energy above the lowest of the compared OMol25 structures with the same formula, charge and spin, kcal per mole: 43.0
Total energy, eV: -12982.303

Each line ends with the Löwdin charge.
Positions of all 18 atoms, in Å:
C: 0.444 -0.235 0.163  -0.231
C: 0.172 1.910 0.816  -0.103
H: -0.502 2.092 1.720  0.149
C: -0.368 0.840 -0.046  -0.204
H: 1.002 -2.252 -0.575  0.125
C: 0.281 -1.388 -0.633  -0.069
C: -1.243 0.894 -1.139  -0.025
C: -0.516 -1.329 -1.712  -0.112
N: 1.333 -0.058 1.288  0.065
H: -2.007 -0.108 -2.831  0.100
H: -0.457 -2.279 -2.341  0.130
H: -1.680 1.845 -1.383  0.104
C: -1.356 -0.235 -1.967  -0.071
C: 1.226 -2.350 2.413  -0.015
C: 1.244 1.184 1.588  -0.129
H: 1.826 1.355 2.556  0.141
O: 0.441 -2.810 1.749  0.005
H: 0.161 2.925 0.335  0.140

Cartesian forces, eV/Å:
-0.1086 -2.1556 0.5574
-1.8287 1.7284 2.0658
0.1261 -0.1005 -0.9836
0.3765 0.7172 -1.0206
-0.9984 1.0755 0.2796
3.1307 -0.1571 1.1556
0.6421 -0.8078 0.0743
-1.4637 -1.9036 -1.9954
-0.7393 0.2399 -1.8581
0.2390 -0.5615 0.0877
-0.5894 1.6829 0.4760
-0.5535 0.0424 -0.1210
0.1917 1.3889 0.3021
0.1900 -0.3748 0.5413
1.6230 -0.7390 1.3304
-1.0267 1.0627 -1.5026
-0.1686 -0.2089 0.0903
0.9580 -0.9292 0.5209

***

# 2
# C14H39IN3O4

5 unconnected molecules or ions with the total composition C14H39IN3O4 in a non-equilibrium geometry (wB97M-V/def2-TZVPD, OMol25).

Properties
Charge: -1
Highest occupied orbital energy, eV: -3.486
HOMO-LUMO gap, eV: 5.7
Largest force on an atom, eV Å⁻¹: 2.42
Energy above the lowest of the compared OMol25 structures with the same formula, charge and spin, kcal per mole: 66.9
Total energy, eV: -35910.273

Each line ends with the Löwdin charge.
Positions of all 61 atoms, in Å:
I: -3.408 -2.208 -0.831  -1.001
H: -6.712 7.692 0.938  0.078
O: 0.879 -6.761 -3.996  -0.068
C: 2.912 5.301 -2.817  -0.050
H: 2.827 1.822 -2.374  0.120
H: 2.329 -8.949 -3.966  0.068
H: -5.096 7.111 0.828  0.078
H: 2.393 6.049 -3.416  0.067
C: 2.407 -8.371 -3.046  -0.099
O: 4.608 2.650 -3.016  -0.194
H: 1.342 -5.365 3.507  0.073
C: -7.292 3.896 1.841  -0.439
C: 4.968 -3.623 1.528  -0.089
H: 2.525 -9.059 -2.209  0.066
H: 2.832 5.569 -1.764  0.071
C: 3.380 2.760 -2.315  -0.189
H: 0.399 -6.017 -3.627  0.087
H: -6.727 2.385 0.699  0.073
C: 1.108 -7.578 -2.876  -0.337
C: -6.084 6.994 0.384  -0.082
H: 0.439 4.182 -2.879  0.064
H: 1.731 -5.409 5.163  0.075
H: 4.143 1.082 -4.369  0.088
O: -6.617 5.655 0.534  -0.222
H: 3.657 2.999 -1.288  0.131
H: -5.995 2.435 2.820  0.087
H: -6.189 5.709 2.375  0.118
C: 2.412 3.815 -2.888  -0.419
N: -7.455 3.083 0.640  0.049
H: -7.730 2.297 3.315  0.075
H: -5.174 4.528 1.463  0.135
C: 3.188 -3.117 2.906  -0.248
O: 4.224 -3.990 2.697  -0.196
H: 1.232 -2.046 4.351  0.071
H: 2.560 -3.097 2.016  0.130
C: -6.180 4.911 1.632  -0.224
H: 3.028 -5.762 3.896  0.070
H: 1.247 -6.925 -2.014  0.110
H: 3.909 2.693 -4.961  0.072
H: 3.971 5.304 -3.076  0.065
C: -6.932 2.965 2.991  -0.083
H: 3.353 -7.830 -3.085  0.067
H: 5.542 -2.700 1.616  0.083
N: 1.146 -3.046 4.457  0.038
H: 5.551 2.168 -4.750  0.087
C: 4.552 2.091 -4.319  -0.107
H: 3.594 -2.138 3.163  0.126
H: 0.526 -3.248 3.685  0.077
C: 2.400 -3.645 4.108  -0.461
H: 0.322 -8.302 -2.660  0.107
C: 2.165 -5.166 4.194  -0.054
H: -8.202 4.439 2.096  0.139
H: 3.120 -3.418 4.894  0.128
H: 0.745 2.774 -2.363  0.063
N: 1.070 3.722 -2.239  0.017
H: -6.062 7.156 -0.693  0.086
H: -6.843 3.544 3.911  0.069
H: 5.656 -4.468 1.530  0.089
H: 2.130 3.557 -3.909  0.114
H: -8.193 2.467 0.950  0.064
H: 4.371 -3.567 0.618  0.088

Cartesian forces, eV/Å:
0.0608 -0.0003 0.0144
-0.3158 0.2223 -0.2690
-0.3408 0.0324 -0.0810
0.3732 -1.5419 0.6331
0.0727 -0.3682 0.3144
0.0928 -0.1683 -0.0149
0.3322 -0.2746 -0.2233
-0.2356 -0.3798 -0.1002
-0.2105 -0.4176 -0.1667
0.1741 -0.1208 -0.0756
0.0029 -0.3597 -0.3680
1.3821 -0.8531 0.8784
0.5053 -1.3757 0.9976
-0.1819 -0.1920 0.0072
0.0084 0.2565 0.0407
-0.3760 0.6022 -0.7124
-0.1970 0.2817 -0.4908
0.8834 0.0399 -0.5028
1.7685 -0.1177 0.7088
-0.3709 -1.5182 0.4345
-0.1984 0.6278 0.1075
0.5212 -0.0084 0.1453
0.2330 -0.2817 0.3440
0.2739 1.3577 -1.9784
-0.1831 -0.0823 0.0302
-0.1250 -0.1273 -0.0370
0.4414 -0.7234 1.3144
-0.9802 1.0942 -0.5984
-0.7178 -0.2556 0.2263
-0.0786 -0.4360 -0.7367
0.0695 -0.4191 0.1703
-1.7260 -0.3231 0.3548
1.2451 0.0838 -1.1237
0.0426 0.5154 0.4180
-0.2477 0.4245 -0.2860
-1.0694 1.5723 -0.1738
-0.1145 0.0249 0.3056
-0.2658 -0.1031 0.3466
-0.1302 0.1548 -0.1381
0.0408 0.1545 -0.1175
-0.2559 0.8144 1.3710
-0.3237 0.5715 -0.1012
-0.1224 0.2427 0.3475
-0.3314 0.9921 -0.7538
0.0093 -0.3317 0.2185
-0.4142 0.8839 -0.0636
-0.2752 0.4938 -0.1992
-0.6325 -0.3586 -0.1055
1.5274 -1.0583 1.4435
-0.3679 0.1386 -0.1963
-0.4052 0.6459 -0.9922
-0.0764 0.0436 -0.3468
-0.1023 0.0055 0.6227
0.0511 -0.5646 0.4111
0.4512 -0.0559 0.2740
-0.0031 0.4130 0.2245
0.5612 0.3046 0.1818
0.3256 0.2433 -0.8815
1.0894 -0.0575 -0.5498
-0.9194 -0.1761 -0.5592
-0.2443 -0.1870 0.0569

***

Which value of total energy does entry 2 give?
-35910.273 eV

***

energy above the lowest of the compared OMol25 structures with the same formula, charge and spin of number 1 (C9H7NO)?
43.0 kcal per mole

***

energy above the lowest of the compared OMol25 structures with the same formula, charge and spin of number 1 (C9H7NO)?
43.0 kcal per mole

***

The highest energy above the lowest of the compared OMol25 structures with the same formula, charge and spin belongs to which entry?
C14H39IN3O4